# 1
Computed, not measured: 2 unconnected molecules or ions with the total composition C4H12 at a distorted geometry, with ωB97M-V/def2-TZVPD.

Each line ends with the Löwdin charge.
Atoms and positions in Å:
C: -2.3113 -0.7932 -0.8489  -0.15
C: -1.5240 -2.0914 -1.2461  -0.15
H: -1.7206 0.0696 -0.8519  0.03
H: -2.8579 -0.5430 -1.6994  0.03
H: -2.9820 -0.9389 0.0386  0.08
H: -1.1146 -1.8757 -2.1483  0.01
H: -0.8176 -2.3768 -0.3865  0.08
H: -2.1458 -3.0109 -1.1919  0.07
C: 1.4365 1.5382 0.4291  -0.16
C: 2.4235 1.3163 1.6558  -0.16
H: 0.4836 1.5490 0.8444  0.02
H: 1.5860 2.5100 -0.0185  0.05
H: 1.6088 0.7083 -0.3149  0.08
H: 3.4212 1.3429 1.2330  0.05
H: 2.1713 0.3907 2.1625  0.05
H: 2.3429 2.2048 2.3430  0.07

Force components x, y, z for each atom (eV/Å):
C -0.457 -2.591 0.695
C -1.299 -0.499 5.394
H 1.485 1.123 1.097
H -1.912 0.063 -1.366
H 0.786 0.467 -0.805
H 1.707 -0.166 -2.601
H -0.199 0.815 -1.586
H -0.100 0.796 -0.825
C 2.495 -1.114 0.482
C -0.906 1.781 -1.136
H -2.014 -0.332 0.249
H 0.282 0.145 -0.309
H -0.522 0.976 0.665
H 0.358 -0.406 0.361
H 0.280 -0.016 0.117
H 0.016 -1.043 -0.434

The frontier orbital gap is 12.42 eV. As for the max |F|: 5.57 eV/A. The electronic energy is -4341.629 eV. The calculation puts the molar mass at 60.140 g/mol. For the HOMO energy, the calculation gives -11.3 eV. As for the SMILES: CC.CC.

---

# 2
Computed, not measured: 2 unconnected molecules or ions with the total composition C6H12O4 at a distorted geometry, with ωB97M-V/def2-TZVPD.

Each line ends with the Löwdin charge.
Atoms and positions in Å:
C: -1.0035 -2.6003 1.5172  -0.02
C: -0.9335 -1.3578 0.6229  -0.42
O: -1.3708 -1.7111 -0.6656  -0.02
C: 0.5111 -0.9125 0.6020  -0.22
O: 0.9844 -0.0492 1.3138  0.03
H: -2.0318 -2.9498 1.5511  0.09
H: -0.6630 -2.3683 2.5231  0.09
H: -0.3868 -3.3899 1.0941  0.09
H: -1.5569 -0.5606 1.0512  0.15
H: -1.5964 -0.8966 -1.1432  0.07
H: 1.1434 -1.5308 -0.0598  0.15
C: 1.8316 1.0406 -1.4742  -0.06
O: 0.4635 0.6669 -1.4715  -0.08
C: -0.4948 1.4576 -0.9053  -0.52
C: -0.0448 2.5070 0.0516  0.02
O: -1.6415 1.1092 -1.0522  0.10
H: 1.9766 2.0209 -1.9314  0.10
H: 2.2381 1.0471 -0.4590  0.09
H: 2.3404 0.2823 -2.0668  0.10
H: 0.5128 1.9539 0.8708  0.10
H: -0.9144 3.0281 0.4458  0.10
H: 0.6363 3.2134 -0.4146  0.08

Force components x, y, z for each atom (eV/Å):
C -0.033 0.285 -0.268
C -0.261 0.026 0.288
O -0.043 -0.149 -0.099
C 0.210 0.067 0.716
O -0.208 -0.623 -0.269
H -0.063 -0.027 0.012
H 0.028 -0.002 0.080
H 0.075 -0.106 -0.004
H 0.173 -0.051 -0.031
H 0.085 -0.012 0.081
H 0.094 0.075 -0.139
C 0.355 0.199 0.215
O -0.714 0.452 -0.388
C 0.152 -1.006 0.363
C 0.557 -0.245 0.582
O 0.152 0.300 -0.187
H -0.016 -0.064 -0.050
H -0.030 -0.025 -0.103
H -0.017 0.090 0.029
H -0.691 0.791 -0.859
H 0.101 -0.076 0.007
H 0.094 0.101 0.024

The frontier orbital gap is 10.45 eV. As for the max |F|: 1.36 eV/A. The electronic energy is -14606.042 eV. The calculation puts the molar mass at 148.158 g/mol. For the HOMO energy, the calculation gives -9.7 eV. As for the SMILES: C[C@H](O)C=O.COC(C)=O.

---

# 3
Computed, not measured: a molecular structure, C37H37N4O3P2PdSe at a distorted geometry, with ωB97M-V/def2-TZVPD.

Each line ends with the Löwdin charge.
Atoms and positions in Å:
Pd: 13.5901 12.4076 12.5516  0.99
O: 14.3990 12.3596 14.5886  -0.18
C: 14.4717 13.7649 15.0903  -0.09
C: 13.1645 14.4602 14.8104  -0.24
C: 12.5538 15.3906 15.6315  0.02
C: 11.4829 16.1451 15.0911  0.00
C: 11.0520 15.8693 13.7778  -0.01
C: 11.6936 14.8468 13.0919  -0.11
N: 12.7431 14.1789 13.5405  0.01
H: 13.9798 11.7497 15.2564  0.09
H: 15.3185 14.1208 14.5082  0.12
H: 14.6505 13.6688 16.1480  0.13
H: 12.8598 15.4839 16.6685  0.13
H: 11.0139 17.0026 15.5869  0.13
H: 10.2955 16.4865 13.2771  0.13
H: 11.3670 14.5512 12.1683  0.08
O: 11.6370 11.5795 13.1608  -0.46
P: 11.2270 10.0852 13.4999  0.83
C: 12.0475 8.9343 12.3801  -0.27
P: 12.8533 9.7722 10.9235  0.81
O: 14.1153 10.5752 11.4089  -0.49
C: 11.7434 10.9449 10.1251  -0.31
C: 10.4057 10.5682 10.0728  -0.08
C: 9.4753 11.3898 9.4465  -0.05
C: 9.8420 12.6385 9.1060  -0.07
C: 11.1483 13.0736 9.1920  -0.07
C: 12.1290 12.2084 9.6345  -0.10
C: 13.2308 8.4589 9.8073  -0.33
C: 12.7093 8.2777 8.5157  -0.07
C: 13.1633 7.2313 7.7542  -0.05
C: 14.0601 6.2760 8.3045  -0.03
C: 14.5474 6.4746 9.5882  -0.04
C: 14.1939 7.6457 10.2818  -0.14
C: 11.8289 9.6793 15.0802  -0.31
C: 12.0349 10.6685 15.9970  -0.13
C: 12.4664 10.3626 17.2720  -0.04
C: 12.6655 8.9780 17.5721  -0.02
C: 12.5161 7.9508 16.6253  -0.06
C: 12.0740 8.2969 15.3839  -0.06
C: 9.4695 10.0028 13.1476  -0.29
C: 8.8214 8.7880 12.8592  -0.08
C: 7.4682 8.7655 12.6492  -0.07
C: 6.7388 9.9178 12.6535  -0.03
C: 7.3800 11.1891 12.8599  -0.01
C: 8.7678 11.1952 13.0594  -0.08
H: 11.3476 8.1610 12.0781  0.08
H: 12.9394 8.4903 12.7521  0.06
H: 10.0167 9.6632 10.5071  0.10
H: 8.5102 10.9390 9.2107  0.13
H: 9.0921 13.3671 8.7247  0.14
H: 11.3517 14.0911 8.9235  0.11
H: 13.1766 12.4837 9.7836  0.07
H: 11.9313 8.9269 8.0920  0.12
H: 12.6034 7.0620 6.8345  0.12
H: 14.3004 5.3973 7.7312  0.12
H: 15.3644 5.8595 10.0349  0.14
H: 14.7146 7.7728 11.2250  0.12
H: 11.8849 11.7088 15.5858  0.12
H: 12.4696 11.1807 18.0493  0.14
H: 12.9327 8.6634 18.5981  0.13
H: 12.5641 6.8979 16.8537  0.12
H: 11.9182 7.5041 14.6371  0.12
H: 9.3497 7.8871 12.8747  0.09
H: 6.9969 7.8095 12.4483  0.13
H: 5.6740 9.8457 12.4800  0.12
H: 6.7985 12.1206 12.9078  0.12
H: 9.2986 12.0708 13.3240  0.09
N: 15.7250 14.2948 10.9529  -0.04
C: 15.1011 13.5641 11.6191  -0.32
C: 15.1575 10.9309 6.6827  0.03
N: 15.7712 11.9937 7.4550  -0.08
C: 15.6795 13.3121 7.2766  0.08
C: 16.6863 13.9330 8.0010  0.07
N: 17.4064 12.9836 8.6191  -0.06
C: 18.6141 13.2684 9.4193  0.06
C: 16.7965 11.8061 8.3596  -0.55
Se: 16.9261 10.1436 9.2247  1.26
H: 15.8546 10.4978 5.9996  0.12
H: 14.2619 11.3336 6.1846  0.14
H: 14.8799 10.0920 7.2983  0.06
H: 14.8753 13.7488 6.7285  0.17
H: 16.8743 14.9945 8.0958  0.17
H: 18.5701 14.2843 9.8026  0.12
H: 19.4320 13.2630 8.7182  0.12
H: 18.7077 12.4712 10.1374  0.10

Force components x, y, z for each atom (eV/Å):
Pd -0.225 0.693 0.124
O -0.163 -0.220 1.043
C -0.651 -1.943 0.092
C 0.691 -0.151 -1.429
C -0.862 0.058 -0.405
C 0.060 -0.033 -0.969
C 0.601 0.397 0.963
C 0.296 0.534 1.462
N -0.361 0.828 1.555
H 0.424 0.918 -0.880
H -0.110 0.605 0.307
H 0.467 0.412 0.345
H 0.139 0.268 -0.210
H 0.299 -0.607 0.247
H 0.246 -0.476 0.365
H -0.842 -0.555 -2.376
O -0.396 -2.562 0.570
P 0.615 3.640 -1.763
C -0.213 0.751 -1.683
P 0.468 2.562 0.953
O -1.408 -1.895 -0.863
C -0.657 -0.485 0.296
C 0.030 0.185 -0.545
C -0.489 -2.026 0.365
C -1.096 2.368 -1.272
C 0.478 -0.063 0.236
C 0.498 -0.634 0.921
C -0.536 1.510 -0.673
C -0.326 0.600 0.164
C -0.452 -1.158 0.333
C -0.701 0.626 -0.087
C 1.424 0.358 -0.153
C 1.577 -2.651 0.385
C 0.113 -2.916 0.005
C 0.023 1.918 -0.517
C -0.266 -0.817 1.242
C 0.282 0.598 0.977
C -0.520 0.834 0.590
C -0.439 1.144 -1.213
C -0.038 -1.172 -0.428
C 0.355 1.632 0.765
C 0.010 -0.993 -0.457
C 0.060 2.426 0.103
C -0.199 -1.376 -0.148
C -1.242 -0.377 0.739
H 0.087 -0.187 -0.272
H 0.606 -0.572 0.936
H 0.266 -0.441 -0.057
H -0.036 0.615 0.379
H 0.555 -0.749 0.208
H 0.339 0.301 -0.125
H -0.213 0.225 -0.349
H 0.348 -0.163 0.442
H 0.698 -0.151 -0.110
H 0.190 -0.142 -0.057
H -1.053 0.185 -0.549
H -0.318 0.369 0.164
H -0.067 -0.979 1.015
H 0.398 -1.276 -0.820
H -0.134 0.467 -0.643
H 0.450 0.020 0.402
H -0.068 0.496 0.315
H 0.767 -1.370 0.043
H -0.103 0.121 0.074
H -0.052 0.254 0.084
H 0.321 -0.555 -0.159
H 0.256 1.018 -0.094
N -0.391 -0.992 0.348
C 0.530 0.570 -0.807
C -1.225 -0.022 -0.130
N 1.229 0.658 0.811
C -0.674 -0.202 -0.256
C 0.248 0.449 0.352
N -0.785 0.710 -0.213
C -0.127 -0.115 -0.617
C 0.042 -2.058 0.514
Se 0.181 1.178 -0.338
H 0.582 0.253 -0.818
H 0.451 -0.275 0.126
H -0.491 -0.119 0.707
H -0.154 0.270 -0.514
H 0.124 -0.138 0.061
H -0.432 -0.265 0.505
H 0.483 -0.310 -0.192
H 0.206 0.162 0.560

The frontier orbital gap (alpha / beta) is 6.48 / 3.19 eV. As for the max |F|: 4.09 eV/A. The electronic energy is -138448.630 eV. Its expectation value of S² is 6.0301. Its multiplicity is 5. The calculation puts the molar mass at 833.056 g/mol. Its charge is +3. For the HOMO energy (alpha / beta), the calculation gives -15.2 / -15.7 eV.

---

# 4
Computed, not measured: a molecular structure, C30H47BrN4OP2Pb at a distorted geometry, with ωB97M-V/def2-TZVPD.

Each line ends with the Löwdin charge.
Atoms and positions in Å:
N: 4.5764 -6.3049 -2.9172  0.08
C: 3.5137 -6.9138 -2.3933  -0.12
C: 2.3353 -6.2368 -2.0554  0.00
C: 2.2577 -4.8330 -2.2409  -0.21
C: 3.3745 -4.2345 -2.9053  0.00
C: 4.5139 -4.9956 -3.1880  -0.11
C: 1.2061 -3.9825 -1.6934  -0.14
Pb: -1.2653 -2.8355 -1.7104  1.56
P: -3.4109 2.8422 -1.7879  0.94
C: 0.9858 -2.6800 -2.2635  -0.41
C: 1.2045 -1.4338 -1.5209  -0.32
C: 1.5499 -0.2095 -2.1569  -0.02
C: 1.8217 0.9286 -1.4287  -0.10
C: 1.5222 0.9693 0.0061  -0.58
C: 1.4933 -0.3478 0.6157  -0.15
C: 1.1519 -1.4602 -0.1158  -0.08
Br: -0.5534 1.8270 0.1230  0.76
H: 0.9031 -4.2162 -0.6480  0.10
H: 0.9626 -2.6034 -3.3570  0.12
H: 1.4992 -6.8140 -1.6667  0.11
H: 3.4019 -3.1680 -3.1446  0.11
H: 3.6162 -8.0002 -2.2405  0.12
H: 5.3919 -4.5289 -3.6444  0.12
H: 1.6268 -0.2269 -3.2586  0.14
H: 0.8398 -2.3804 0.4080  0.09
H: 2.1362 1.8296 -1.9368  0.10
H: 1.5762 -0.4046 1.6996  0.07
P: 2.2109 2.1674 1.2559  0.96
C: -3.5545 1.0756 -2.2367  -0.46
C: -4.5833 1.0286 -3.3831  -0.19
H: -3.8734 0.5167 -1.3438  0.06
H: -2.5664 0.7150 -2.5620  0.05
H: -4.9664 0.0144 -3.5216  0.06
H: -5.4316 1.6990 -3.1757  0.06
H: -4.1318 1.3537 -4.3305  0.07
C: -1.7779 3.3329 -2.4649  -0.50
C: -1.6093 4.8328 -2.7037  -0.17
H: -1.6195 2.7641 -3.3970  0.08
H: -1.0361 2.9879 -1.7148  -0.08
H: -0.6537 5.0102 -3.2133  0.07
H: -2.4156 5.2185 -3.3401  0.07
H: -1.5983 5.4025 -1.7652  0.07
C: -3.3971 3.1405 0.0413  -0.51
C: -4.6289 3.8723 0.5940  -0.17
H: -2.4906 3.7299 0.2405  0.03
H: -3.3028 2.1678 0.5438  0.03
H: -4.4984 3.9897 1.6768  0.07
H: -4.7536 4.8695 0.1514  0.07
H: -5.5475 3.2947 0.4298  0.07
C: 1.1243 2.1058 2.7381  -0.37
C: 1.5689 2.7734 4.0285  -0.11
H: 0.8730 1.0564 2.9689  0.08
H: 0.1816 2.5471 2.3735  0.02
H: 2.0401 2.0317 4.6828  0.08
H: 2.2660 3.6119 3.9037  0.08
H: 0.6673 3.1534 4.5307  0.09
C: 2.2787 3.7984 0.5133  -0.32
C: 3.4063 3.9270 -0.5083  -0.12
H: 2.3915 4.5146 1.3428  0.11
H: 1.3035 3.9869 0.0472  0.08
H: 4.3949 3.9618 -0.0296  0.08
H: 3.4301 3.0993 -1.2298  0.06
H: 3.2853 4.8624 -1.0667  0.09
C: 3.8413 1.6776 1.8095  -0.31
C: 3.9175 0.3837 2.6188  -0.11
H: 4.2506 2.5233 2.3906  0.11
H: 4.4007 1.6047 0.8644  0.10
H: 3.9484 -0.4949 1.9657  0.08
H: 4.8260 0.3774 3.2388  0.09
H: 3.0685 0.2474 3.3041  0.07
C: -1.6475 -1.6591 4.5322  0.02
N: -2.0777 -2.2244 3.2551  -0.03
C: -3.2547 -2.8920 3.2033  0.02
C: -3.6034 -3.5428 2.0551  0.01
C: -2.7448 -3.4044 0.9653  -0.40
N: -1.6365 -2.6908 0.9686  0.12
C: -1.1710 -2.2200 2.2078  -0.42
O: -0.0186 -1.8172 2.4221  0.05
N: -3.0509 -4.0255 -0.2924  -0.03
H: -0.8904 -2.2952 5.0206  0.12
H: -2.5274 -1.5661 5.1850  0.11
H: -1.2049 -0.6732 4.3764  0.10
H: -3.8491 -2.8829 4.1193  0.16
H: -4.5221 -4.1120 1.9343  0.13
H: -3.8758 -3.5469 -0.6878  0.11
H: -3.3953 -4.9668 -0.1109  0.12

Force components x, y, z for each atom (eV/Å):
N 0.211 0.310 -0.139
C -0.249 0.192 -0.040
C 0.209 0.331 0.025
C 0.695 -1.237 -1.264
C -0.335 -0.032 0.395
C -0.779 -0.355 0.204
C -0.560 1.015 0.075
Pb -1.076 0.732 -0.131
P -1.268 1.742 -0.753
C 2.932 0.062 1.069
C -1.711 -1.057 -0.760
C 0.118 0.893 -0.342
C -0.373 -0.534 -0.401
C 0.846 -0.529 0.344
C -0.828 -0.725 -0.094
C 0.619 0.387 1.445
Br 0.197 -0.925 0.296
H 0.611 0.450 -0.598
H 0.607 -0.069 0.182
H 0.115 0.233 0.098
H -0.119 -0.313 0.253
H -0.173 0.624 -0.039
H -0.298 -0.232 0.160
H 0.153 0.278 0.692
H 0.771 0.659 -0.204
H -0.165 -0.087 -0.077
H -0.296 -0.225 -0.480
P -0.915 -0.363 0.266
C 0.132 0.012 0.201
C -0.077 -0.333 0.031
H -0.018 -0.035 -0.267
H -0.194 -0.191 0.141
H -0.007 -0.005 -0.136
H 0.323 -0.317 -0.053
H -0.110 -0.024 0.274
C 0.742 -0.291 0.756
C -0.062 -0.041 -0.221
H -0.148 0.179 0.277
H -0.237 0.433 -1.209
H -0.181 0.087 0.101
H 0.194 0.012 0.182
H -0.092 -0.125 -0.180
C 0.344 -0.392 -0.018
C 0.076 -0.065 -0.051
H -0.200 -0.139 0.148
H 0.141 0.207 0.128
H -0.117 0.064 -0.165
H 0.022 -0.327 0.044
H 0.192 0.182 -0.051
C -0.879 -0.016 -0.634
C 0.337 0.171 0.372
H 0.123 0.302 -0.433
H 0.489 -0.131 0.313
H 0.020 0.314 -0.027
H -0.201 -0.137 -0.008
H 0.424 -0.079 -0.052
C -0.135 0.253 0.214
C 0.570 0.173 -0.179
H -0.006 -0.093 -0.272
H 0.137 -0.096 0.187
H -0.290 0.006 -0.087
H -0.031 0.333 0.219
H 0.033 -0.244 0.103
C 0.441 0.150 -0.448
C 0.136 -0.462 0.294
H -0.191 -0.184 -0.313
H 0.304 0.005 0.414
H 0.019 0.205 0.136
H -0.270 0.028 -0.294
H 0.230 0.153 -0.158
C 0.223 0.238 0.703
N -0.999 -0.442 0.597
C 0.490 0.161 -0.121
C -0.557 -0.310 -0.016
C 0.319 0.511 0.127
N 0.126 -0.669 0.356
C 2.057 0.768 -0.167
O -2.269 -0.848 -0.416
N -1.053 0.080 0.268
H -0.335 0.177 -0.328
H 0.366 -0.039 -0.267
H -0.120 -0.176 -0.075
H 0.121 -0.053 -0.396
H 0.202 0.190 0.315
H 0.301 -0.196 0.082
H 0.206 -0.164 -0.120

The frontier orbital gap (alpha / beta) is 4.24 / 4.24 eV. As for the max |F|: 3.12 eV/A. The electronic energy is -133730.942 eV. The calculation puts the molar mass at 828.785 g/mol. Its charge is +2. For the HOMO energy (alpha / beta), the calculation gives -11.2 / -11.2 eV.

---

> The highest max |F| belongs to which entry?

C4H12

---

> Among the records above, which one has the lowest max |F|?

C6H12O4

---

> Which of these has the highest max |F|?

C4H12